Density functional theory data (wB97M-V/def2-TZVPD) for C4H7CdO2 as an isolated structure at a distorted geometry.

Output
- highest occupied orbital energy (eV) = -3.61
- charge = -1
- orbital gap (eV) = 7.4

Each line ends with the natural charge from an NBO analysis.
CARTESIAN COORDINATES (ANGSTROEM)
Cd -3.806 1.433 2.448  0.028
C 1.853 -0.568 -0.743  -0.034
H 2.204 -1.310 -1.495  0.119
C 0.335 -0.781 -0.545  -0.419
H 0.541 1.339 -0.699  0.400
H -1.851 -0.660 0.900  0.122
O -2.247 1.311 1.068  -0.802
O 2.065 0.734 -1.183  -0.914
H 0.355 0.982 0.805  0.290
C -1.564 0.369 0.601  0.451
H 2.320 -0.735 0.259  0.095
C -0.265 0.514 0.016  -0.686
H -0.082 -0.984 -1.546  0.181
H 0.144 -1.643 0.114  0.167